No. 1
{
  "formula": "C17H27MgN5O2",
  "method": "ωB97M-V with the def2-TZVPD basis set",
  "symbols": ["Mg", "C", "C", "C", "C", "C", "C", "H", "H", "H", "H", "H", "H", "O", "C", "O", "C", "N", "C", "C", "C", "H", "H", "H", "H", "H", "H", "H", "H", "H", "C", "N", "C", "C", "N", "H", "H", "H", "H", "H", "H", "C", "N", "C", "C", "N", "H", "H", "H", "H", "H", "H"],
  "xyz": [[-0.024473, -0.041104, -0.260930], [0.551059, -1.385608, 1.717807], [1.428782, -0.305048, 1.775128], [0.934076, 0.999005, 1.829871], [-0.440384, 1.221259, 1.840456], [-1.324202, 0.141012, 1.782273], [-0.828328, -1.161710, 1.725100], [0.935544, -2.395628, 1.749142], [2.493865, -0.479349, 1.837907], [1.616665, 1.831609, 1.930538], [-0.823359, 2.226174, 1.948659], [-2.389561, 0.311263, 1.855719], [-1.510069, -2.000144, 1.757719], [-2.370609, -0.857562, -2.587451], [-1.402509, -1.569680, -2.306553], [-0.594582, -1.442852, -1.343335], [-1.175596, -2.807397, -3.217047], [-2.335291, -2.821865, -4.175269], [-3.081376, -4.113678, -4.004326], [-2.732845, -4.530825, -2.583380], [-1.254587, -4.141501, -2.471105], [-0.236218, -2.674401, -3.750822], [-2.072764, -2.657654, -5.143625], [-2.869094, -1.978895, -3.848359], [-2.688376, -4.828256, -4.725609], [-4.141206, -3.962861, -4.190426], [-2.898832, -5.593730, -2.429104], [-3.338661, -3.978875, -1.862632], [-0.628403, -4.889597, -2.957334], [-0.916814, -4.027760, -1.444339], [3.838789, -0.822122, -3.801147], [3.690797, 0.138618, -2.707871], [4.821945, 1.022332, -2.393397], [2.655512, 0.110743, -1.925672], [1.729112, 0.117490, -1.228250], [4.261025, -0.308039, -4.662460], [2.866926, -1.227498, -4.071215], [4.502862, -1.639410, -3.517345], [5.179575, 1.474108, -3.316523], [5.634341, 0.461502, -1.930803], [4.497217, 1.807683, -1.716148], [-3.216458, 2.864426, -3.255555], [-1.817426, 3.008210, -2.843361], [-0.956983, 3.899101, -3.626097], [-1.306309, 2.214348, -1.956172], [-0.837945, 1.528983, -1.146969], [-3.676861, 3.849909, -3.296141], [-3.752223, 2.244299, -2.542571], [-3.273690, 2.405705, -4.243693], [-1.436065, 4.873161, -3.704895], [-0.805919, 3.498958, -4.630142], [0.004932, 4.016200, -3.134549]],
  "atomic_forces_ev_per_a": [[0.298, 0.316, -0.111], [0.027, -0.007, 0.397], [-0.021, -0.046, 0.349], [-0.025, -0.012, 0.317], [0.018, -0.028, 0.386], [-0.037, -0.047, 0.432], [-0.038, -0.009, 0.435], [-0.005, -0.006, -0.165], [0.009, -0.001, -0.154], [0.002, 0.012, -0.121], [-0.014, 0.012, -0.156], [-0.009, 0.003, -0.147], [-0.011, 0.002, -0.168], [0.129, 0.057, 0.033], [-0.426, -0.280, -0.070], [-0.379, -0.956, -0.713], [0.269, 0.131, 0.279], [-0.045, 0.224, -0.122], [-0.121, -0.228, 0.169], [0.106, 0.056, -0.036], [-0.135, -0.037, -0.002], [-0.044, -0.014, -0.067], [0.090, -0.050, 0.005], [-0.052, -0.109, -0.016], [0.012, 0.056, -0.042], [0.019, 0.077, -0.028], [-0.035, 0.002, 0.017], [-0.011, -0.007, -0.006], [0.011, 0.014, -0.002], [0.033, -0.001, -0.012], [0.033, -0.149, -0.035], [0.060, 0.165, -0.030], [0.084, -0.020, 0.068], [-0.033, 0.045, 0.091], [0.833, -0.011, -0.408], [-0.036, 0.024, 0.001], [-0.005, 0.019, 0.014], [0.003, 0.023, 0.030], [-0.035, 0.008, -0.005], [-0.015, -0.026, -0.016], [-0.018, -0.004, -0.007], [-0.100, -0.047, -0.068], [-0.068, 0.063, -0.035], [0.053, 0.030, -0.100], [0.073, -0.016, 0.085], [-0.485, 0.796, -0.456], [0.017, 0.008, 0.048], [0.029, -0.002, 0.020], [0.026, -0.004, 0.018], [-0.005, 0.001, 0.050], [-0.010, -0.017, 0.025], [-0.015, -0.010, 0.031]],
  "homo_lumo_gap_ha": 0.370,
  "de_lowest_kcal_mol": 10.5,
  "charge": 2,
  "max_force_ha_per_bohr": 0.0243,
  "e_tot_ev": -35046.904,
  "homo_energy_ev": -14.88
}

=====

No. 2
{
  "formula": "C23H31AsCl5FeO4P",
  "method": "ωB97M-V with the def2-TZVPD basis set",
  "symbols": ["Fe", "Cl", "C", "C", "C", "Cl", "C", "Cl", "C", "Cl", "C", "Cl", "C", "C", "C", "C", "O", "P", "O", "O", "O", "C", "C", "C", "C", "H", "H", "H", "H", "H", "H", "H", "H", "H", "H", "H", "H", "H", "H", "H", "H", "H", "H", "C", "As", "C", "C", "C", "C", "C", "C", "C", "C", "H", "H", "H", "H", "H", "H", "H", "H", "H", "H", "H", "H", "H"],
  "xyz": [[-0.364370, -0.718739, 0.616144], [-0.173181, -0.040651, 2.882053], [-0.133498, 1.556295, 2.102124], [-0.415760, 1.550469, 0.769667], [-0.281964, 2.715030, 0.066164], [-0.541967, 2.735730, -1.649030], [0.058193, 3.889781, 0.748466], [0.162602, 5.368694, -0.099302], [0.312962, 3.866128, 2.129600], [0.730780, 5.300276, 2.959594], [0.228129, 2.665479, 2.829739], [0.563769, 2.539337, 4.506981], [3.434986, 0.920024, 2.103108], [4.061966, -0.293832, 1.435349], [4.915670, -1.074101, 2.409493], [4.867564, 0.113659, 0.205288], [2.960805, -1.245051, 1.096527], [2.019479, -1.256336, -0.157638], [1.313699, 0.080415, -0.363234], [0.865763, -2.220478, 0.183435], [2.856713, -1.633704, -1.403924], [3.181485, -2.999917, -1.940153], [3.681178, -3.875498, -0.802707], [1.934341, -3.564644, -2.600547], [4.267331, -2.744088, -2.956998], [4.219116, 1.623539, 2.392640], [2.894638, 0.621973, 3.008469], [2.749754, 1.429001, 1.416184], [5.744578, -0.451832, 2.755534], [5.325229, -1.967983, 1.929902], [4.323836, -1.383938, 3.275146], [5.664718, 0.785353, 0.524783], [4.258122, 0.644640, -0.532755], [5.321973, -0.754465, -0.279824], [2.913223, -4.024719, -0.038064], [4.566445, -3.436411, -0.333642], [3.953614, -4.853454, -1.201566], [1.175888, -3.823616, -1.856673], [2.195510, -4.466384, -3.160213], [1.513073, -2.833210, -3.299723], [5.186773, -2.410486, -2.468397], [3.948921, -1.974192, -3.665253], [4.478630, -3.663620, -3.508535], [-4.217250, -1.710123, 0.113497], [-2.838044, -0.371533, 0.086100], [-2.826655, 0.035645, -1.802838], [-3.747721, 1.069258, 1.024251], [-4.929002, 1.571283, 0.239077], [-6.209025, 1.117904, 0.532435], [-7.306973, 1.585276, -0.182309], [-7.129879, 2.513474, -1.195086], [-5.855608, 2.978473, -1.491386], [-4.760513, 2.508380, -0.776747], [-5.042842, -1.276035, -0.437804], [-4.518421, -1.934201, 1.132902], [-3.869416, -2.615824, -0.373412], [-3.735004, 0.572672, -2.055546], [-2.808445, -0.920949, -2.321370], [-1.953077, 0.620734, -2.082673], [-3.023943, 1.847203, 1.236916], [-4.049359, 0.609913, 1.961750], [-6.352533, 0.393925, 1.331140], [-8.303303, 1.228062, 0.060314], [-7.985966, 2.883984, -1.747974], [-5.713917, 3.712876, -2.277587], [-3.763799, 2.885118, -1.001848]],
  "atomic_forces_ev_per_a": [[0.371, 0.920, -0.915], [-0.002, -0.110, 0.566], [-0.151, -0.078, -0.052], [-0.128, -1.162, 0.256], [-0.093, 0.372, -0.176], [0.082, 0.103, 0.249], [0.001, -0.017, -0.013], [0.028, 0.103, -0.064], [-0.055, 0.017, -0.146], [0.021, 0.036, 0.028], [0.132, 0.164, 0.327], [0.014, 0.118, -0.067], [-0.203, 0.008, -0.023], [-0.053, 0.038, -0.118], [0.083, -0.183, 0.107], [-0.221, -0.169, -0.113], [0.174, 0.163, -0.052], [0.556, -0.001, 0.116], [-0.034, -0.163, 0.027], [-0.438, 0.076, 0.316], [-0.135, -0.410, -0.339], [-0.054, 0.013, 0.204], [-0.041, 0.071, 0.111], [-0.201, 0.157, 0.060], [0.180, 0.216, -0.140], [-0.051, -0.056, -0.021], [0.045, 0.043, -0.133], [0.087, -0.058, 0.087], [-0.067, -0.057, -0.023], [-0.030, 0.115, 0.066], [0.074, 0.038, -0.093], [-0.005, -0.027, 0.009], [0.014, -0.058, 0.107], [-0.060, 0.078, 0.067], [0.051, 0.017, -0.087], [-0.098, -0.043, -0.059], [0.005, 0.018, 0.000], [0.085, 0.043, -0.090], [-0.013, 0.083, 0.081], [0.098, -0.140, 0.088], [-0.088, -0.015, -0.073], [0.041, -0.126, 0.047], [-0.001, 0.092, 0.077], [0.148, -0.234, 0.122], [0.306, -0.139, -0.381], [0.173, -0.029, -0.040], [-0.071, 0.116, -0.165], [0.070, 0.055, 0.233], [-0.210, -0.144, -0.011], [-0.023, -0.133, 0.131], [-0.071, 0.073, -0.083], [0.146, 0.006, -0.003], [0.053, 0.195, -0.104], [-0.252, -0.055, -0.066], [-0.030, -0.024, 0.037], [-0.026, -0.064, -0.047], [-0.102, 0.025, -0.062], [-0.001, -0.034, -0.060], [-0.109, -0.057, 0.060], [0.078, 0.148, -0.003], [-0.090, 0.062, 0.172], [-0.013, 0.104, -0.063], [0.139, 0.038, -0.019], [0.079, -0.034, 0.042], [0.000, -0.073, 0.093], [-0.118, -0.030, 0.017]],
  "homo_lumo_gap_ha": [0.342, 0.250],
  "s_squared": 8.763,
  "spin_multiplicity": 6,
  "de_lowest_kcal_mol": 18.8,
  "charge": 1,
  "max_force_ha_per_bohr": 0.0262,
  "e_tot_ev": -199667.800,
  "homo_energy_ev": [-11.72, -11.79]
}

=====

No. 3
{
  "formula": "C39H39BaN5O2Te",
  "method": "ωB97M-V with the def2-TZVPD basis set",
  "symbols": ["Ba", "C", "N", "C", "C", "C", "C", "C", "C", "C", "N", "C", "C", "C", "C", "C", "C", "N", "C", "C", "H", "H", "H", "H", "H", "H", "H", "H", "H", "H", "H", "H", "H", "H", "H", "H", "H", "H", "H", "H", "O", "C", "N", "C", "C", "O", "N", "C", "C", "C", "C", "C", "C", "C", "C", "C", "C", "C", "C", "H", "H", "H", "H", "H", "H", "H", "H", "H", "H", "H", "C", "Te", "C", "C", "C", "C", "C", "C", "C", "H", "H", "H", "H", "H", "H", "H", "H"],
  "xyz": [[0.358046, 1.489960, 0.516709], [0.544460, -1.044854, 3.160888], [1.038744, 0.323715, 3.032720], [2.495077, 0.336595, 3.228268], [0.371442, 1.294892, 3.868326], [-0.452971, 0.913045, 4.920483], [-1.094372, 1.855860, 5.710606], [-0.907940, 3.202367, 5.440614], [-0.096834, 3.599057, 4.392917], [0.566825, 2.671218, 3.573044], [1.281640, 2.997719, 2.434188], [2.062751, 4.116879, 2.351282], [2.544009, 4.866080, 3.446752], [3.368698, 5.962796, 3.274911], [3.770985, 6.368403, 2.009303], [3.348732, 5.622569, 0.918945], [2.518709, 4.524685, 1.072762], [2.162615, 3.704378, -0.072098], [3.275455, 2.826877, -0.435975], [1.693250, 4.460492, -1.228464], [0.749793, -1.472234, 4.150851], [1.039584, -1.666210, 2.415401], [-0.531139, -1.075928, 2.981209], [2.760174, -0.059937, 4.216354], [2.867765, 1.354042, 3.138034], [2.965592, -0.292898, 2.469311], [-0.599898, -0.135886, 5.135795], [-1.733034, 1.535227, 6.522664], [-1.410771, 3.952095, 6.038930], [0.010155, 4.651777, 4.166138], [2.268358, 4.566157, 4.448370], [3.707084, 6.505728, 4.149394], [4.410558, 7.229797, 1.874555], [3.680491, 5.898943, -0.075930], [4.149803, 3.386710, -0.791943], [2.972909, 2.138634, -1.233361], [3.583359, 2.251903, 0.440508], [2.478760, 5.060502, -1.705442], [0.889947, 5.130467, -0.923728], [1.312183, 3.766753, -1.985245], [-1.881598, -0.035922, 0.433509], [-1.290821, -1.103524, 0.172118], [-1.887150, -2.326153, 0.148970], [-0.946789, -3.346221, -0.287025], [0.349255, -2.480168, -0.361018], [1.440715, -2.940309, -0.618601], [0.041136, -1.179626, -0.107189], [-0.748563, -4.453584, 0.734382], [-0.025427, -5.587783, 0.374544], [0.221451, -6.582532, 1.305371], [-0.251955, -6.458602, 2.605690], [-0.969171, -5.330616, 2.968486], [-1.213869, -4.328269, 2.036955], [-1.352503, -3.885473, -1.655267], [-0.614857, -3.653664, -2.808279], [-1.083253, -4.098689, -4.040839], [-2.283398, -4.783522, -4.127638], [-3.015830, -5.037096, -2.973324], [-2.549456, -4.595363, -1.747547], [-2.888108, -2.420948, 0.143859], [0.351078, -5.680675, -0.635866], [0.787589, -7.458524, 1.016040], [-0.060664, -7.239065, 3.330710], [-1.341792, -5.224384, 3.979414], [-1.768892, -3.446365, 2.328964], [0.333491, -3.135195, -2.750389], [-0.501298, -3.905888, -4.933011], [-2.644782, -5.127404, -5.088123], [-3.947598, -5.585227, -3.029629], [-3.112533, -4.812955, -0.845940], [0.128449, 1.628088, -4.585293], [0.620490, 0.323481, -2.950204], [-1.477807, -0.114701, -2.926312], [-2.013408, 0.364004, -4.249684], [-3.279778, -0.025419, -4.679514], [-3.780043, 0.419782, -5.890894], [-3.014872, 1.261335, -6.688116], [-1.754099, 1.649881, -6.268340], [-1.243994, 1.205930, -5.050962], [0.868351, 1.524780, -5.376519], [0.131325, 2.664601, -4.248597], [-1.957476, 0.388854, -2.088385], [-1.609853, -1.188313, -2.805917], [-3.869198, -0.690105, -4.058687], [-4.762840, 0.106294, -6.218078], [-3.398426, 1.607144, -7.639127], [-1.152225, 2.299729, -6.892744]],
  "atomic_forces_ev_per_a": [[0.043, 0.142, 0.221], [0.000, 0.024, 0.000], [0.010, -0.044, -0.015], [-0.007, 0.007, 0.015], [-0.002, -0.003, 0.032], [0.016, 0.017, -0.029], [-0.018, -0.004, 0.013], [-0.014, -0.008, 0.015], [0.016, 0.004, -0.064], [-0.012, -0.043, -0.016], [0.029, -0.061, -0.056], [0.017, -0.014, -0.027], [-0.016, 0.016, -0.007], [-0.003, -0.004, -0.001], [-0.003, 0.007, 0.022], [-0.015, -0.016, -0.041], [0.007, 0.007, 0.041], [-0.078, -0.052, -0.039], [0.013, -0.007, 0.022], [0.017, 0.007, -0.021], [-0.004, -0.011, -0.002], [-0.001, -0.001, 0.002], [-0.002, 0.003, 0.004], [0.003, 0.002, 0.000], [0.000, -0.004, -0.001], [0.002, 0.000, -0.001], [0.000, -0.001, 0.005], [-0.002, 0.007, 0.001], [0.000, 0.002, 0.000], [-0.005, 0.002, 0.004], [-0.003, -0.008, -0.002], [0.004, 0.004, -0.004], [0.000, 0.000, 0.001], [0.004, 0.007, 0.006], [-0.003, 0.002, 0.003], [-0.016, -0.004, 0.005], [-0.008, -0.007, -0.001], [0.003, -0.001, 0.004], [0.001, 0.000, 0.001], [-0.003, -0.003, 0.007], [0.007, -0.033, -0.020], [-0.062, 0.009, 0.023], [0.090, 0.047, 0.047], [-0.081, -0.016, -0.001], [0.016, -0.020, -0.057], [-0.003, 0.006, 0.017], [0.069, 0.064, -0.037], [0.000, 0.032, -0.003], [-0.008, 0.017, 0.008], [0.005, -0.010, 0.005], [0.007, -0.010, -0.007], [-0.010, 0.023, -0.007], [0.005, -0.043, 0.028], [-0.021, -0.015, 0.036], [0.014, 0.016, -0.023], [0.004, 0.011, 0.028], [-0.009, -0.006, -0.005], [-0.009, -0.008, -0.014], [0.025, 0.018, -0.003], [-0.003, -0.018, -0.034], [0.004, -0.005, 0.002], [0.000, -0.001, 0.000], [-0.001, 0.000, 0.001], [0.000, -0.002, 0.001], [0.001, 0.007, -0.012], [0.002, 0.000, -0.009], [0.003, 0.001, 0.001], [-0.006, -0.003, 0.004], [0.000, 0.000, -0.003], [-0.004, -0.003, -0.003], [-0.017, -0.005, 0.021], [-0.070, 0.004, -0.072], [0.020, 0.033, -0.038], [0.024, 0.026, -0.040], [0.006, -0.005, 0.012], [-0.014, -0.007, 0.000], [0.004, 0.005, -0.008], [0.000, 0.002, 0.000], [0.001, -0.031, 0.028], [0.010, -0.024, 0.012], [0.004, 0.000, 0.002], [-0.005, -0.016, 0.012], [0.025, -0.009, 0.014], [-0.001, 0.001, -0.003], [0.001, -0.002, 0.002], [0.002, 0.000, 0.000], [0.000, 0.000, 0.000]],
  "homo_lumo_gap_ha": 0.238,
  "de_lowest_kcal_mol": 1.6,
  "max_force_ha_per_bohr": 0.0052,
  "e_tot_ev": -60612.063,
  "homo_energy_ev": -6.47
}

=====

> Number 1 is which compound?

C17H27MgN5O2